1.
14
Properties=species:S:1:pos:R:3:forces:R:3:mulliken_charge:R:1 method="wB97M-V/def2-TZVPD" relative_energy_kj_mol=475.7 spin_multiplicity=1 orbital_gap_ev="7.9 / 7.9" total_charge=0 homo_ha="-0.2996 / -0.2996" largest_force_ev_per_a=3.67 e_tot_ha=-412.02777
C -2.758 -0.218 -0.062 2.543 0.450 -0.146 0.31
C -1.639 0.710 -0.386 0.589 -0.704 0.007 0.20
C 1.218 -1.574 0.046 -3.198 -0.185 -0.303 -0.84
N -2.341 -1.470 0.037 -3.292 -1.560 0.440 -0.51
N -1.159 -1.853 0.019 2.662 -2.417 -0.747 -0.19
N -0.235 -1.048 0.148 2.520 1.212 0.873 0.05
N -1.411 1.843 0.200 -2.077 -0.503 0.447 -0.29
O -3.882 0.117 0.096 -2.916 1.605 0.339 -0.57
H -0.986 0.387 -1.150 0.472 0.186 -0.953 0.44
H 1.731 -0.770 -0.441 0.555 -0.287 -1.104 0.28
H 1.639 -1.597 0.996 0.450 0.171 2.114 0.29
H 1.229 -2.640 -0.254 0.142 0.894 -0.833 0.35
H -0.671 2.412 -0.030 1.886 1.250 -0.723 0.23
H -2.142 2.277 0.728 -0.337 -0.111 0.589 0.25


2.
14
Properties=species:S:1:pos:R:3:forces:R:3:mulliken_charge:R:1 method="wB97M-V/def2-TZVPD" relative_energy_kj_mol=332.6 spin_multiplicity=1 orbital_gap_ev=9.9 total_charge=0 homo_ha=-0.3428 largest_force_ev_per_a=2.73 e_tot_ha=-412.08225
C -1.915 -0.462 -1.016 1.534 -0.696 -1.453 -0.71
C 2.178 0.199 1.038 1.934 1.285 1.434 -0.23
C 0.828 -0.187 1.468 -0.772 -0.231 0.865 0.41
H -1.526 -0.037 -2.004 -0.509 -0.308 1.090 0.26
H -2.971 -0.231 -0.944 -0.029 0.070 0.204 0.32
H -1.789 -1.574 -1.107 -0.164 0.934 0.310 0.26
H -1.459 1.044 0.356 0.395 -1.424 -0.327 0.25
H 1.017 0.116 -1.560 0.211 -0.164 -1.037 0.28
H 3.116 0.347 1.646 -1.445 -0.546 -0.460 0.38
N -1.212 0.039 0.157 -0.338 1.564 0.693 -0.35
N 0.171 -0.123 0.226 -0.957 -0.108 -0.164 0.30
N 1.006 0.605 -0.695 -2.003 -0.018 1.042 -0.02
N 2.207 0.693 -0.145 1.343 -0.625 -0.126 -0.54
O 0.351 -0.429 2.579 0.800 0.266 -2.071 -0.61


3.
14
Properties=species:S:1:pos:R:3:forces:R:3:mulliken_charge:R:1 method="wB97M-V/def2-TZVPD" relative_energy_kj_mol=646.6 spin_multiplicity=1 orbital_gap_ev=8.4 total_charge=0 homo_ha=-0.2938 largest_force_ev_per_a=6.43 e_tot_ha=-411.96265
C 0.571 -0.189 -1.176 0.230 -3.138 3.194 0.55
C -0.504 0.624 -0.746 -2.294 1.761 0.944 -0.66
C -0.709 0.330 0.650 -1.594 0.549 0.799 0.43
H 1.004 0.376 -3.293 1.145 -3.985 4.028 0.31
H 1.444 -1.535 -2.426 -0.509 4.082 -0.346 0.32
H -1.288 1.216 -1.365 1.941 -0.851 1.162 0.22
H -1.443 0.625 2.627 0.146 -0.197 0.614 0.24
H -1.791 1.929 1.485 0.215 -0.682 0.497 0.22
H 1.586 -0.665 1.960 -4.571 -3.143 1.180 0.41
N 1.291 -0.410 -2.324 -0.999 0.654 -3.849 -0.56
N -1.475 0.987 1.708 1.446 -0.727 -4.286 -0.41
N -0.146 -0.916 0.868 3.870 0.149 0.271 0.16
N 0.918 -1.067 -0.162 -1.887 0.941 -0.716 -0.75
O 0.541 -1.308 2.193 2.861 4.585 -3.492 -0.48


4.
14
Properties=species:S:1:pos:R:3:forces:R:3:mulliken_charge:R:1 method="wB97M-V/def2-TZVPD" relative_energy_kj_mol=722.1 spin_multiplicity=1 orbital_gap_ev=7.9 total_charge=0 homo_ha=-0.3020 largest_force_ev_per_a=7.16 e_tot_ha=-411.93391
C 1.004 -0.158 -0.081 0.890 3.276 0.061 0.19
C 0.443 -1.325 -0.087 -3.157 -2.890 -0.813 -0.49
C -1.211 -0.140 -0.081 -3.211 0.877 -1.000 0.18
H 2.696 -0.132 1.243 -0.872 2.261 -4.556 0.34
H 2.743 -0.580 -0.472 0.586 1.948 0.319 0.39
H 0.772 -2.253 -0.034 2.853 -3.793 0.203 0.61
H -2.897 0.967 0.830 1.023 -1.585 -1.876 0.25
H -3.116 -0.519 -0.069 -0.320 0.527 0.320 0.30
H 1.045 2.133 -0.679 -4.925 0.857 2.557 0.42
N 2.393 0.327 -0.023 -0.280 -4.868 3.934 -0.75
N -0.989 -1.458 -0.193 2.496 4.737 1.331 -0.61
N -2.610 0.365 -0.021 2.014 0.259 0.905 -0.54
N -0.086 0.682 -0.238 -3.549 -0.328 1.436 0.22
O -0.189 2.091 -0.097 6.453 -1.278 -2.821 -0.51


5.
14
Properties=species:S:1:pos:R:3:forces:R:3:mulliken_charge:R:1 method="wB97M-V/def2-TZVPD" relative_energy_kj_mol=455.4 spin_multiplicity=1 orbital_gap_ev=7.8 total_charge=0 homo_ha=-0.3363 largest_force_ev_per_a=3.30 e_tot_ha=-412.03549
C 0.616 0.988 -0.050 0.864 -1.002 0.018 -0.04
C -0.087 -0.301 1.543 0.709 0.780 2.819 0.39
C -1.196 0.136 0.815 -2.752 -0.494 -1.748 -0.16
N 1.035 0.385 0.999 1.029 0.387 -0.336 -0.54
N -0.822 0.835 -0.226 -1.314 -1.521 1.061 0.47
N -0.253 -0.981 2.621 0.674 0.649 -0.440 -0.59
N 0.698 -0.518 -1.853 -2.768 1.083 -0.276 -0.68
O -1.519 1.063 -1.246 0.339 1.170 -0.282 -0.70
H 1.169 1.372 -0.902 -0.027 0.879 0.978 0.45
H 0.556 -1.015 3.262 0.005 -0.184 -0.898 0.29
H 1.432 -0.157 -2.332 2.565 0.550 -1.671 0.22
H 0.786 -1.326 -1.348 0.348 -2.222 0.907 0.20
H -2.210 -0.238 0.928 0.246 0.320 -0.133 0.40
H -0.205 -0.242 -2.213 0.083 -0.395 -0.002 0.29


6.
14
Properties=species:S:1:pos:R:3:forces:R:3:mulliken_charge:R:1 method="wB97M-V/def2-TZVPD" relative_energy_kj_mol=641.2 spin_multiplicity=1 orbital_gap_ev=8.6 total_charge=0 homo_ha=-0.2910 largest_force_ev_per_a=5.78 e_tot_ha=-411.96472
C 0.086 0.738 -0.669 1.918 0.800 -3.960 0.31
C 0.421 -0.893 0.814 -3.083 -1.998 -0.994 -0.41
C 1.092 -0.082 -0.102 1.564 -3.316 0.286 0.49
H -0.439 2.188 -2.110 3.718 -2.756 0.612 0.26
H 1.258 1.489 -2.599 -2.066 -0.764 2.844 0.24
H -1.762 0.350 2.453 -0.471 -3.138 -2.300 0.26
H -2.858 -1.133 1.823 4.050 2.520 -0.635 0.26
H 0.421 -2.107 1.298 0.626 4.428 -1.385 0.24
H 2.889 -1.168 -0.411 -2.170 3.312 -1.099 0.34
N 0.461 1.473 -1.853 -3.823 3.422 -1.159 -0.48
N -1.164 0.521 -0.287 1.407 1.400 -0.068 -0.79
N -1.025 -0.472 0.575 1.554 -3.107 4.622 0.46
N -1.787 -0.622 1.853 -2.119 1.254 0.368 -0.62
O 2.407 -0.282 -0.786 -1.106 -2.056 2.868 -0.56


7.
14
Properties=species:S:1:pos:R:3:forces:R:3:mulliken_charge:R:1 method="wB97M-V/def2-TZVPD" relative_energy_kj_mol=486.7 spin_multiplicity=1 orbital_gap_ev=8.2 total_charge=0 homo_ha=-0.2718 largest_force_ev_per_a=3.59 e_tot_ha=-412.02355
C -0.451 -0.517 0.189 -1.455 0.452 -0.250 0.81
C 0.622 -1.405 0.510 3.027 0.691 -1.798 -0.74
C 1.759 -0.875 -0.087 -2.588 1.229 0.890 -0.21
H -2.209 1.020 -0.703 -0.141 -0.835 0.228 0.25
H -3.523 -0.181 -0.444 1.761 0.703 0.250 0.23
H 0.556 -2.402 0.869 -0.227 -0.366 0.430 0.40
H 2.792 -1.171 -0.113 -0.033 -0.370 -0.055 0.41
H 2.174 1.069 -0.788 -0.782 0.273 0.171 0.29
H 0.625 2.401 0.662 -0.418 -0.565 0.020 0.33
N -2.559 0.172 -0.239 -1.734 -0.051 -0.086 -0.34
N -1.719 -0.783 0.210 1.747 1.001 -0.564 -0.47
N 1.422 0.395 -0.697 1.086 -2.890 -0.353 -0.18
N 0.140 0.777 -0.313 0.131 -0.095 0.700 -0.30
O 0.371 1.500 0.944 -0.373 0.824 0.418 -0.47


8.
14
Properties=species:S:1:pos:R:3:forces:R:3:mulliken_charge:R:1 method="wB97M-V/def2-TZVPD" relative_energy_kj_mol=428.6 spin_multiplicity=1 orbital_gap_ev=7.7 total_charge=0 homo_ha=-0.3216 largest_force_ev_per_a=5.46 e_tot_ha=-734.98256
C 0.896 -0.403 0.059 3.540 2.280 -1.325 0.54
C -1.645 0.990 0.384 2.277 2.588 -0.974 -0.11
C -2.229 -0.261 -0.222 0.079 -1.380 -0.165 -0.09
H 2.998 0.385 -0.350 -1.569 0.034 0.412 0.20
H 2.993 -1.269 -0.127 -2.787 2.364 -0.615 0.24
H 0.896 -2.062 0.832 -1.953 1.024 -0.530 0.21
H 1.281 1.572 -0.699 -0.114 -0.951 0.479 0.31
H -2.412 1.702 0.710 0.134 -0.561 0.427 0.39
H -1.476 -1.162 -0.611 -2.402 2.719 0.918 0.27
N 2.321 -0.390 -0.339 2.362 -4.788 1.142 -0.53
N 0.141 -1.338 0.535 3.705 -0.201 0.307 -0.66
N 0.609 0.912 -0.308 -3.669 0.963 1.405 -0.03
N -0.470 1.665 0.303 -2.070 -3.901 -1.166 -0.55
S -3.904 -0.339 -0.166 2.468 -0.191 -0.316 -0.19